14
Properties=species:S:1:pos:R:3:lowdin_charge:R:1 method="wB97M-V/def2-TZVPD" gap_ev=7.12 homo_energy_ev=-3.233 multiplicity=1 lumo_energy_ev=3.890 e_tot_ha=-486.683550 charge=-1
O -3.388 -2.080 -0.264 -0.0539
N -2.900 -2.575 -1.296 -0.4783
O -3.652 -3.160 -2.103 -0.0465
N -1.658 -2.362 -1.582 0.1012
C -0.871 -1.510 -1.045 -0.3460
N 0.759 -1.546 -1.187 -0.0200
C 1.045 -0.380 -0.309 -0.3757
C -0.227 0.473 -0.122 -0.2100
N -1.217 -0.596 -0.094 0.0200
H 1.848 0.217 -0.680 0.0620
H 1.326 -0.556 0.751 0.0794
H -0.127 1.161 0.702 0.0964
H -0.476 0.894 -1.080 0.0909
H -2.116 -0.554 0.290 0.0806